(1)
Below is one molecule with the formula C6H9Cl2NO2, with properties calculated with the ωB97M-V functional and the def2-TZVPD basis.

orbital gap (alpha / beta): 8.607 / 6.842 eV
net charge: 0

Each line ends with the Mulliken charge.
Cartesian coordinates (Å):
C: -0.320 0.224 0.638  -0.5553
C: 0.416 -1.072 0.335  -0.6177
C: 0.293 1.575 0.369  -0.6280
C: 0.513 -1.665 -1.062  -0.6055
C: -0.006 2.116 -1.116  0.0636
C: 1.708 -1.593 -1.843  0.1643
N: 2.239 -0.499 -2.066  0.4485
O: 3.112 0.172 -2.532  -0.5242
O: 0.196 1.247 -2.053  -0.2990
Cl: 0.950 3.657 -1.371  -0.2235
Cl: 2.542 -3.074 -2.374  -0.2016
H: -1.231 0.015 0.063  0.3079
H: -0.633 0.250 1.725  0.3437
H: 1.501 -0.938 0.890  0.3133
H: -0.011 -1.879 0.917  0.3423
H: -0.117 2.373 1.179  0.3157
H: 1.438 1.530 0.378  0.3564
H: 0.282 -2.767 -1.294  0.3308
H: -0.306 -1.264 -1.647  0.3515
H: -1.104 2.390 -0.958  0.3167

***

(2)
Below is one molecule with the formula C4H7N3, with properties calculated with the ωB97M-V functional and the def2-TZVPD basis.

orbital gap: 9.054 eV
net charge: 0
structure (SMILES): CNc1cc[nH]n1

Each line ends with the Mulliken charge.
Cartesian coordinates (Å):
C: 2.191 0.042 0.274  -0.8780
N: 1.230 0.176 -0.796  -0.2350
C: -0.116 0.086 -0.471  0.4630
C: -0.679 -0.384 0.745  -0.0833
C: -2.037 -0.334 0.527  -0.8428
N: -2.212 0.148 -0.718  0.3187
N: -1.050 0.412 -1.354  -0.8966
H: 2.076 -0.943 0.739  0.2634
H: 3.201 0.092 -0.141  0.3197
H: 2.094 0.804 1.066  0.3175
H: 1.423 0.905 -1.468  0.2756
H: -0.172 -0.698 1.645  0.3554
H: -2.872 -0.600 1.162  0.4159
H: -3.076 0.294 -1.209  0.2066

***

(3)
Below is C34H49BrN3O3P2S2SiV as an isolated structure, with properties calculated with the ωB97M-V functional and the def2-TZVPD basis.

orbital gap (alpha / beta): 5.995 / 6.258 eV
multiplicity: 4
net charge: -1

Each line ends with the Mulliken charge.
Cartesian coordinates (Å):
V: -1.200 -0.008 -0.144  -0.2722
C: -4.923 -2.529 4.126  -1.2326
C: -4.339 -2.342 2.745  -0.2643
O: -3.112 -1.617 2.877  -0.1441
P: -1.867 -1.903 1.902  0.9823
S: -0.525 -0.552 2.382  -0.5567
S: -2.482 -2.159 0.034  -0.6102
O: -1.365 -3.388 2.334  -0.4755
C: -0.748 -3.581 3.612  -0.4686
C: 0.732 -3.841 3.433  -0.7918
H: -5.883 -3.044 4.064  0.3959
H: -5.078 -1.560 4.601  0.2009
H: -4.252 -3.120 4.752  0.3006
H: -5.005 -1.753 2.112  0.2715
H: -4.162 -3.301 2.249  0.4659
H: -1.244 -4.442 4.068  0.4034
H: -0.918 -2.713 4.253  0.3523
H: 0.888 -4.716 2.801  0.2638
H: 1.205 -4.021 4.400  0.4258
H: 1.206 -2.978 2.964  -0.0374
C: 0.425 5.639 1.501  -0.3641
C: -0.567 5.810 0.546  -0.6333
C: -1.437 4.768 0.251  -0.2905
C: -1.347 3.526 0.886  -0.0072
C: -0.327 3.378 1.833  0.2854
C: 0.540 4.416 2.147  -0.7396
Si: -2.481 2.046 0.420  0.6640
C: -3.781 1.992 1.832  0.2204
C: -3.439 1.682 3.151  -0.0002
C: -4.395 1.583 4.152  -0.7271
C: -5.739 1.776 3.857  -0.4286
C: -6.108 2.074 2.553  -0.5781
C: -5.139 2.185 1.564  -0.2232
H: 1.104 6.450 1.738  0.3577
H: -0.666 6.759 0.032  0.3671
H: -2.212 4.921 -0.492  0.2995
H: -0.201 2.420 2.328  0.0378
H: 1.314 4.265 2.891  0.3829
H: -3.328 2.721 -0.636  -0.5562
H: -2.402 1.487 3.401  0.1742
H: -4.091 1.341 5.164  0.3784
H: -6.489 1.693 4.635  0.3666
H: -7.153 2.227 2.306  0.3621
H: -5.445 2.425 0.551  0.2969
Br: -1.625 -0.109 -6.991  -0.2694
C: -1.581 -0.023 -5.081  0.0776
C: -1.135 -1.116 -4.360  -0.8230
C: -1.082 -1.017 -2.974  0.4885
C: -1.460 0.125 -2.238  -0.0084
C: -1.931 1.176 -3.045  0.3359
C: -1.991 1.127 -4.435  -0.9333
H: -0.843 -2.025 -4.874  0.4499
H: -0.737 -1.897 -2.436  0.1148
H: -2.271 2.092 -2.571  0.1104
H: -2.353 1.973 -5.006  0.4239
O: 1.092 0.043 -0.127  0.3906
P: 2.193 -0.274 -1.074  -2.5700
N: 2.352 -1.912 -1.288  0.9130
C: 1.847 -2.806 -0.222  0.4489
C: 1.442 -4.074 -0.964  -0.7797
C: 2.405 -4.104 -2.147  -0.8069
C: 2.505 -2.635 -2.555  -0.0714
N: 3.588 0.312 -0.363  0.3578
C: 3.718 0.268 1.109  -0.0259
C: 5.106 -0.322 1.343  -0.7045
C: 5.888 0.189 0.136  -0.7415
C: 4.877 0.027 -0.996  -0.2734
N: 2.067 0.452 -2.536  1.2937
C: 2.793 0.190 -3.783  -0.4478
C: 3.076 1.581 -4.339  -0.8358
C: 1.842 2.363 -3.901  -0.6469
C: 1.605 1.860 -2.482  -0.1892
H: 1.016 -2.347 0.314  -0.5756
H: 2.640 -3.014 0.507  0.1742
H: 0.407 -3.991 -1.302  0.2592
H: 1.514 -4.956 -0.328  0.4270
H: 2.068 -4.733 -2.972  0.4177
H: 3.384 -4.466 -1.822  0.3141
H: 1.708 -2.372 -3.253  -0.0818
H: 3.462 -2.416 -3.034  0.2180
H: 2.914 -0.313 1.559  -0.0994
H: 3.649 1.282 1.513  0.3464
H: 5.056 -1.415 1.314  0.2210
H: 5.535 -0.026 2.300  0.4273
H: 6.817 -0.349 -0.053  0.3987
H: 6.127 1.247 0.269  0.3108
H: 4.909 -1.004 -1.380  0.2097
H: 5.069 0.706 -1.831  0.0100
H: 2.156 -0.373 -4.474  0.2986
H: 3.706 -0.384 -3.616  0.2270
H: 3.231 1.569 -5.418  0.4363
H: 3.970 1.997 -3.865  0.2663
H: 0.987 2.103 -4.529  0.1837
H: 1.977 3.444 -3.931  0.4583
H: 0.557 1.902 -2.187  -0.3891
H: 2.195 2.428 -1.754  0.4105